No. 1
39
Properties=species:S:1:pos:R:3:forces:R:3 method="wB97M-V/def2-TZVPD" homo_energy_ev="-8.79 / -8.79" homo_lumo_gap_ev="6.02 / 6.72"
N 0.6245 1.7183 0.0813 6.569 4.545 -3.871
H 1.0636 -2.0727 2.6129 -0.328 -0.096 0.338
H -2.3111 -1.2342 -2.1833 0.007 0.030 0.099
H 3.2809 2.6695 -1.6137 -0.522 0.106 0.402
C -0.5735 -1.4135 -3.6237 1.380 1.023 1.726
H -2.2757 2.6822 1.2514 0.583 -0.994 -2.465
N -0.4378 -0.5020 -1.5518 0.091 0.135 -0.681
C -2.8937 -1.2823 2.0961 0.086 0.015 -0.343
H -0.9504 -1.8752 -4.4908 -0.320 -0.423 -0.756
C 0.7609 -0.9956 -3.3810 -2.092 -0.071 0.743
Sr -0.8430 0.5592 0.8881 -3.386 -10.727 2.314
C 3.2844 -1.6613 0.2010 -0.721 -0.325 1.251
H -3.4462 -2.9439 3.2820 -0.294 0.132 0.008
H -2.0043 2.7957 -0.7901 0.428 -1.054 2.379
H -4.6684 -2.4820 2.0332 -0.083 -0.028 0.183
C 2.3983 2.6619 -0.9643 -1.386 0.087 0.991
H 3.0020 0.1264 -2.0160 0.026 0.040 -0.075
B 2.0175 0.0902 -1.3364 -0.281 -0.712 0.206
H 2.0763 4.7048 -0.1221 0.005 0.279 0.097
C -3.9555 -2.1199 2.7721 0.056 -0.047 -0.234
C 2.9801 -2.3185 1.4133 -1.227 1.390 -1.100
C -2.1450 2.1514 0.1870 -6.440 4.862 -2.360
N 2.2547 -0.8483 -0.1083 -0.679 -0.351 0.788
C 1.6796 -1.8408 1.7753 1.799 0.490 -2.225
H 1.6471 -1.0569 -3.9702 0.297 -0.032 -0.295
N 1.7000 1.5096 -0.8010 -0.835 1.608 1.336
C 1.7701 3.6839 -0.1890 -0.488 -2.114 -0.242
H -4.4478 -1.4796 3.5109 -0.036 -0.241 -0.034
H 3.5662 -3.0082 1.9484 0.623 -0.646 0.381
O -1.8711 -1.0557 2.8250 -0.253 0.713 -1.431
H 4.1388 -1.7125 -0.4488 0.138 -0.064 0.026
N 0.7993 -0.4382 -2.1465 -0.783 -0.307 0.088
C 0.6574 3.0251 0.4409 3.127 -0.581 -2.423
H -3.1237 1.5349 -0.0452 2.202 0.494 0.849
H -0.0819 3.4037 1.0805 -0.682 0.757 0.630
O -3.1100 -0.8832 0.8906 0.986 0.071 1.554
N 1.2701 -0.9710 0.8352 0.348 -0.038 0.385
C -1.2741 -1.0740 -2.4306 1.585 0.094 -0.579
H -0.5587 1.9525 2.0874 0.501 1.981 2.342

=====

No. 2
40
Properties=species:S:1:pos:R:3:forces:R:3 method="wB97M-V/def2-TZVPD" homo_energy_ev=-9.82 smiles="O=C1OC(=O)C(CCCCS(=O)(=O)Cl)=C1O.O=S1(=O)CCCC1" homo_lumo_gap_ev=8.49
H -3.9082 0.6733 2.7024 0.193 -1.347 -2.318
C -3.7854 0.0197 1.7068 -0.719 -0.735 0.959
S 3.1047 1.2818 -0.8927 -0.234 0.505 0.427
H -4.0858 1.9498 0.6022 1.399 -1.908 -0.507
S -5.0953 -2.2368 0.2879 -6.867 -2.353 -4.988
H -1.8703 1.6631 -1.0259 0.186 -0.704 2.408
C -0.8139 -1.2778 -0.2977 -1.032 4.390 2.398
H 6.4679 0.3044 -0.0443 -0.154 -0.024 -0.059
O -0.0915 -3.4729 1.0617 1.433 8.705 -2.339
H 6.0289 2.0195 -1.7378 -0.072 -0.139 -0.012
O -5.1414 -1.7365 -1.1796 1.564 -0.521 4.981
H -3.9485 0.5051 -0.5847 1.018 0.647 2.336
H -1.6396 2.2816 0.7843 -0.112 -2.353 -1.483
H -3.0007 -0.7982 1.9981 -1.063 1.714 -0.935
C -5.1993 -0.8699 1.5864 1.225 0.921 2.015
H 5.2192 -0.7506 -0.7289 0.034 0.121 0.075
O 2.6022 2.6278 -0.7025 -0.140 -0.676 -0.198
C 0.0482 -2.1534 0.8093 -3.364 -6.766 2.346
H 4.0676 0.3935 1.1029 -0.175 0.174 -0.120
H 3.7828 0.3941 -2.9786 -0.070 0.125 0.166
O 0.5159 -1.3557 1.9533 -1.042 1.545 -3.826
H -6.1502 -0.2011 1.4419 1.769 -1.640 -0.482
O 1.1522 1.0151 1.7258 -6.320 -6.764 -0.180
H 6.1486 0.5000 -2.6307 -0.102 0.116 0.094
Cl -3.4245 -3.4748 0.4624 -0.720 1.203 0.472
C 0.2654 0.0117 1.5542 4.037 4.553 -2.108
H 4.7772 1.9675 0.6232 -0.154 -0.097 -0.063
H -5.3484 -1.4343 2.6171 0.344 0.905 -2.316
C 5.5007 0.2948 -0.5553 0.134 -0.225 -0.015
C 4.4278 0.9942 0.2659 0.383 -0.182 0.404
C -0.9371 0.0540 0.3918 1.349 -3.068 -0.697
C 5.5554 1.0416 -1.8872 0.363 0.083 -0.098
O -6.3644 -3.1575 0.4593 5.038 3.313 0.659
H 3.9984 2.1702 -2.9166 -0.196 -0.181 0.142
O -1.4968 -1.7077 -1.5174 1.428 0.847 3.020
C -3.4735 0.9549 0.4139 -1.001 0.209 -0.480
C 4.1169 1.2347 -2.3641 0.282 0.000 -0.678
H -2.3307 -1.1868 -1.7237 1.408 -0.541 0.957
C -1.9109 1.3380 0.1106 -0.056 -0.176 0.193
O 2.2362 0.1234 -0.8939 0.004 0.323 -0.150

=====

| no. | largest force on an atom (eV/A) |
| --- | --- |
| 1 | 11.48 |
| 2 | 9.26 |